ORCA calculation (the ωB97M-V functional and the def2-TZVPD basis) on a structure of composition C5H6KO4 at a distorted geometry.

Results
**LUMO energy**: 0.06998 Eh
**Energy relative to the best compared isomer or geometry (same formula, charge and spin)**: 15.4 kJ/mol
**Gap between HOMO and LUMO**: 5.00 eV
**Charge**: -1

Geometry (Å):
O (1.1055, -0.8099, -0.4719)
O (1.9112, 1.2868, -0.4217)
C (2.2360, 2.1069, 0.5997)
C (3.4879, 2.5014, 0.8439)
C (0.7716, 0.4053, -0.2454)
H (1.4074, 2.3810, 1.2648)
H (0.3747, 0.5887, 0.7821)
H (3.6595, 3.3414, 1.5163)
H (4.3443, 1.9945, 0.3954)
K (-0.6678, -2.4406, -1.3586)
O (-2.7732, 0.4793, -2.0547)
O (-2.0759, -0.7331, -0.4403)
C (-1.9282, 0.3510, -1.1123)
C (-0.6409, 1.0781, -1.3071)
H (-0.7237, 2.1510, -1.0938)
H (-0.2061, 0.8992, -2.3015)